{"formula": "C4H5N3S", "method": "wB97M-V/def2-TZVPD", "e_lumo_ev": -0.5, "de_lowest_kj_mol": 247.1, "smiles": "N#CC/N=C\\NC=S", "homo_energy_ev": -9.24, "total_charge": 0, "species": ["C", "C", "C", "C", "H", "H", "H", "H", "H", "N", "N", "N", "S"], "coordinates": [[0.34287, -0.42592, -1.66489], [0.33173, -1.23472, 0.71319], [-0.15595, 1.10350, 1.14407], [-1.55355, 1.54236, 0.73322], [-0.74749, -0.02931, -1.45761], [1.68440, -1.72197, -0.76612], [0.56085, -2.21969, 1.11782], [0.45626, 1.53970, 0.18681], [0.10227, 1.64340, 2.07775], [0.81454, -1.10738, -0.54887], [-0.20048, -0.31727, 1.38702], [-2.63768, 1.65972, 0.25518], [1.00223, -0.43241, -3.17758]], "forces_ev_per_angstrom": [[-2.14, -0.24, 0.45], [-0.17, 1.00, 0.34], [-0.82, 1.48, -2.60], [-3.36, -0.32, -1.66], [2.24, -0.37, -0.40], [-2.06, 1.41, 0.35], [-0.56, 0.03, 0.33], [-0.75, -1.27, 2.34], [0.12, -0.44, -0.66], [3.33, -1.18, -3.46], [0.26, -0.02, 1.49], [4.24, -0.18, 1.99], [-0.32, 0.11, 1.50]]}

{"formula": "C5H10ClN3O2", "method": "wB97M-V/def2-TZVPD", "e_lumo_ev": [-10.0, -10.0], "de_lowest_kj_mol": 242.4, "homo_energy_ev": [-17.23, -17.09], "total_charge": 2, "species": ["C", "C", "C", "C", "C", "N", "N", "N", "O", "O", "Cl", "H", "H", "H", "H", "H", "H", "H", "H", "H", "H"], "coordinates": [[-1.43931, -0.83735, -0.44225], [-0.02728, -2.45519, 0.53225], [0.90926, -0.41325, -0.29430], [2.00479, 1.49380, 1.65917], [-1.73267, 1.69738, -1.59719], [-0.41986, -0.06468, -0.70570], [-1.24826, -2.04756, 0.17710], [1.00873, -1.69304, 0.28495], [0.87318, 0.84302, 1.36705], [-0.47081, 1.11959, -1.29941], [2.20876, 0.14303, -1.25040], [-2.45274, -0.55337, -0.70067], [0.10354, -3.41760, 1.01949], [2.81753, 0.84367, 2.01927], [1.71792, 2.15003, 2.50421], [2.35325, 2.17496, 0.86758], [-2.33578, 1.83728, -0.69699], [-2.27872, 1.12768, -2.35429], [-1.48049, 2.67614, -2.01084], [-2.06048, -2.63590, 0.36745], [1.94944, -1.98865, 0.55353]], "forces_ev_per_angstrom": [[0.31, 0.70, -0.27], [0.44, 0.14, 0.01], [1.33, 3.39, 2.36], [1.78, 0.72, 0.18], [-1.21, 0.41, -0.25], [-1.07, -1.27, 0.37], [0.14, -0.04, 0.11], [-0.62, -0.38, -0.16], [-2.17, -3.13, -2.74], [1.21, 0.04, -0.01], [-0.65, -0.55, 0.34], [0.10, 0.12, -0.03], [-0.01, 0.06, -0.03], [-0.06, 0.17, -0.06], [0.05, -0.04, -0.08], [0.01, -0.07, 0.06], [0.12, -0.06, 0.09], [0.14, -0.10, 0.03], [0.08, -0.22, 0.10], [0.17, 0.10, -0.02], [-0.13, -0.01, 0.02]]}

{"formula": "C18H25F7O12", "method": "wB97M-V/def2-TZVPD", "e_lumo_ev": -1.6, "smiles": "O=C(OF)OC(=O)C(F)(F)C(F)(F)C(F)(F)C(=O)O.CCOC(C)=O.CCOC(C)=O.CCOC(C)=O", "homo_energy_ev": -9.70, "total_charge": 0, "species": ["O", "C", "O", "F", "O", "C", "O", "C", "F", "F", "C", "F", "F", "C", "F", "F", "C", "O", "O", "H", "O", "C", "O", "C", "C", "C", "H", "H", "H", "H", "H", "H", "H", "H", "O", "C", "O", "C", "C", "C", "H", "H", "H", "H", "H", "H", "H", "H", "O", "C", "O", "C", "C", "C", "H", "H", "H", "H", "H", "H", "H", "H"], "coordinates": [[3.47058, 0.05847, 2.58473], [3.56252, -0.27323, 1.38434], [4.69516, 0.21851, 0.64872], [5.16676, 1.26181, 1.39168], [2.55871, -1.13951, 0.84523], [1.68264, -0.37803, 0.00461], [2.19450, 0.12472, -1.03188], [0.14109, -0.08117, 0.31236], [-0.42249, -1.33414, 0.76102], [-0.59186, 0.28760, -0.85461], [-0.12571, 0.96872, 1.51219], [-1.51664, 0.79238, 1.89215], [0.60756, 0.67452, 2.70092], [0.03383, 2.52272, 1.10196], [-0.03251, 3.26475, 2.33615], [-1.02655, 3.00140, 0.27002], [1.43676, 2.90519, 0.43413], [2.56002, 2.70468, 0.96336], [1.36534, 3.46766, -0.87986], [2.19528, 3.98796, -1.01926], [-5.89441, 2.04609, 0.11252], [-5.28610, 1.43964, -0.73990], [-5.93998, 0.90422, -1.78603], [-5.29418, 0.32320, -2.93042], [-4.92159, -1.12101, -2.66957], [-3.80886, 1.19488, -0.60392], [-4.44167, 0.92710, -3.24662], [-6.02047, 0.36457, -3.74572], [-4.20965, -1.21154, -1.84629], [-4.47983, -1.56996, -3.55742], [-5.80674, -1.69808, -2.38556], [-3.64760, 0.34167, 0.05700], [-3.34834, 2.08260, -0.16473], [-3.30023, 1.02439, -1.55071], [3.32954, 1.90980, 8.92653], [3.92978, 1.29284, 8.07717], [3.26691, 0.75766, 7.03481], [3.89900, 0.16294, 5.89088], [4.25530, -1.28508, 6.15930], [5.40514, 1.03528, 8.21299], [4.75760, 0.75543, 5.56578], [3.16936, 0.20742, 5.07975], [4.97036, -1.37931, 6.97923], [4.68834, -1.74654, 5.26874], [3.36503, -1.84873, 6.45121], [5.55919, 0.18525, 8.87947], [5.87126, 1.92313, 8.64640], [5.91276, 0.85492, 7.26789], [-2.86678, -0.53186, -4.43261], [-2.25311, -1.13366, -5.28531], [-2.90412, -1.66601, -6.33523], [-2.26018, -2.24215, -7.48191], [-1.88773, -3.68857, -7.22728], [-0.77593, -1.37444, -5.14360], [-1.40734, -1.63622, -7.79702], [-2.98758, -2.19711, -8.29575], [-1.17493, -3.78286, -6.40559], [-1.44569, -4.13547, -8.12067], [-2.77230, -4.26584, -6.94506], [-0.61522, -2.22908, -4.48443], [-0.32305, -0.48517, -4.69893], [-0.26095, -1.53939, -6.08735]], "forces_ev_per_angstrom": [[0.13, -1.77, -5.09], [0.09, 1.92, 5.94], [-2.84, -2.23, -0.84], [0.56, 0.64, 0.48], [-0.10, 2.30, -0.58], [3.06, 2.31, -4.89], [-2.78, -1.96, 4.41], [-1.63, -2.43, 0.57], [1.26, 2.73, -0.98], [2.35, -0.64, 3.01], [-2.27, -0.17, 1.86], [3.38, 0.49, -1.18], [-1.37, 0.67, -3.52], [-0.81, 2.09, 0.76], [0.14, -1.75, -2.90], [2.51, -1.64, 2.08], [4.17, 0.28, -1.11], [-4.96, 0.55, -1.42], [-0.27, -0.55, 3.13], [-0.58, -0.86, 0.27], [0.12, -0.39, -0.70], [-0.12, 0.09, 0.57], [-0.48, 0.35, -0.02], [0.23, -0.25, -0.04], [-0.22, -0.35, 0.26], [0.50, 0.42, -0.31], [-0.03, -0.11, 0.13], [-0.08, 0.14, 0.25], [0.06, 0.05, -0.10], [-0.20, 0.07, 0.18], [-0.02, 0.15, -0.03], [-0.02, 0.05, -0.04], [-0.21, -0.20, 0.17], [-0.05, -0.23, 0.01], [0.14, -0.42, -0.73], [-0.14, 0.14, 0.63], [-0.39, 0.30, -0.09], [0.06, -0.22, -0.03], [0.06, -0.12, 0.18], [0.50, 0.40, -0.29], [-0.01, -0.03, 0.11], [-0.03, 0.16, 0.27], [0.05, 0.03, -0.10], [-0.05, 0.05, 0.04], [0.04, 0.09, -0.12], [-0.01, 0.06, -0.04], [-0.18, -0.19, 0.16], [-0.04, -0.21, 0.02], [0.48, -0.23, -1.04], [0.07, 0.09, 0.50], [-0.44, 0.36, -0.02], [0.15, -0.27, -0.03], [0.04, -0.12, 0.18], [0.46, 0.42, -0.26], [-0.01, -0.03, 0.13], [-0.07, 0.15, 0.26], [0.04, 0.04, -0.11], [-0.05, 0.04, 0.05], [0.04, 0.09, -0.13], [-0.01, 0.05, -0.04], [-0.17, -0.19, 0.16], [-0.05, -0.21, 0.03]]}

{"formula": "C4H3ClS", "method": "wB97M-V/def2-TZVPD", "e_lumo_ev": -1.5, "de_lowest_kj_mol": 224.5, "smiles": "C#CC(=S)CCl", "homo_energy_ev": -9.01, "total_charge": 0, "species": ["C", "C", "C", "C", "H", "H", "H", "S", "Cl"], "coordinates": [[0.22385, -0.66236, 1.27495], [-0.36160, 0.23362, 0.27056], [-0.17556, 0.11314, -1.15701], [0.03407, 0.68045, -2.36778], [-0.24991, -1.72828, 1.00423], [-0.47763, -0.29064, 2.13389], [0.61508, 1.03177, -3.39107], [-1.53690, 1.33876, 0.85210], [1.92860, -0.71646, 1.38013]], "forces_ev_per_angstrom": [[-4.26, -2.07, 0.71], [-2.72, 2.18, -1.06], [1.90, 4.67, -7.51], [0.69, -2.91, 5.37], [1.37, 1.96, 0.57], [2.46, -1.03, -0.35], [-2.09, -1.37, 3.19], [1.75, -1.48, -1.21], [0.90, 0.04, 0.29]]}

{"formula": "C9H10N2O", "method": "wB97M-V/def2-TZVPD", "e_lumo_ev": 0.7, "de_lowest_kj_mol": 773.6, "homo_energy_ev": -7.76, "total_charge": 0, "species": ["C", "C", "C", "C", "C", "C", "C", "C", "C", "H", "H", "H", "H", "H", "H", "H", "H", "H", "H", "N", "N", "O"], "coordinates": [[-2.71085, -0.56461, 1.19566], [-2.30777, -0.03750, -0.25806], [-0.49060, -1.70384, -1.09326], [1.38614, -0.52971, -0.59074], [2.71376, -0.00069, -0.39277], [2.84200, 1.24084, 0.15839], [1.77735, 2.00364, 0.58564], [0.40626, 1.60272, 0.28566], [0.32079, 0.37826, -0.12435], [-2.00271, -1.56706, 1.57801], [-2.68760, 0.28466, 1.82030], [-3.82475, -0.65633, 1.07175], [-2.36480, 0.83750, -0.23152], [-2.91192, -0.76788, -1.26896], [1.81424, -2.29391, -1.37242], [3.38972, -0.62143, -0.38368], [3.84133, 1.64510, 0.48217], [1.96242, 3.13692, 0.98376], [-0.05479, 2.16529, 0.69367], [-0.81858, -0.44292, -0.45019], [0.91899, -1.59949, -1.13362], [-1.19864, -2.50956, -1.55546]], "forces_ev_per_angstrom": [[0.01, -2.20, -2.07], [2.41, -18.00, -1.28], [2.08, 4.65, 1.74], [2.39, 7.81, 3.18], [-9.11, 2.91, -0.28], [1.34, 2.14, 2.08], [-0.47, 2.67, -1.01], [14.31, -8.06, -5.22], [-1.83, -7.19, -3.83], [-2.65, 3.15, -1.15], [0.88, 0.74, 1.29], [0.92, -1.11, 0.62], [-1.13, 13.51, -0.66], [1.73, 2.82, 3.38], [-4.20, 1.56, 0.38], [7.56, -5.96, -0.65], [-0.88, -0.75, -0.72], [-0.50, -3.12, -0.84], [-12.22, 11.91, 8.19], [-2.02, 0.20, -0.46], [3.16, -5.54, -1.86], [-1.77, -2.15, -0.82]]}

{"formula": "C7H12N", "method": "wB97M-V/def2-TZVPD", "e_lumo_ev": [-5.5, -4.7], "de_lowest_kj_mol": 634.0, "homo_energy_ev": [-12.16, -12.60], "total_charge": 1, "species": ["C", "C", "C", "C", "C", "C", "C", "N", "H", "H", "H", "H", "H", "H", "H", "H", "H", "H", "H", "H"], "coordinates": [[1.96973, 0.32287, -0.20389], [0.99850, -0.44938, 0.17188], [-1.54684, 0.42545, -0.27549], [-0.51862, -0.24960, 0.48475], [2.77996, 1.44283, 0.06832], [1.35733, -1.93794, 0.12675], [-2.58478, 1.29405, 0.39998], [-1.72882, -1.03331, -0.07322], [-1.26587, 0.69333, -1.32263], [3.51731, 1.17531, 0.80129], [2.23708, 2.18039, 0.55906], [3.44974, 1.82503, -0.68654], [2.13578, -1.97530, 0.83328], [1.64000, -2.37308, -0.89698], [0.58310, -2.53916, 0.47024], [-3.56912, 0.79329, 0.03720], [-2.51683, 2.35263, -0.02052], [-2.49115, 1.24195, 1.58904], [-2.30424, -1.39934, 0.60577], [-1.80330, -1.56108, -0.95808]], "forces_ev_per_angstrom": [[-1.23, 0.49, 0.06], [-3.20, -1.66, -1.17], [0.38, 1.42, 0.30], [2.65, 0.48, -0.33], [1.92, -0.62, -0.66], [0.97, 0.22, -1.90], [-1.17, -0.13, 0.50], [2.55, -0.08, -3.10], [-0.65, -0.46, 0.69], [0.36, -0.61, 1.01], [-1.24, 1.68, 0.86], [-0.48, 0.17, -0.86], [1.33, -0.97, 0.59], [-0.11, 1.12, 1.48], [-1.61, -0.85, 0.86], [1.20, 1.38, 0.91], [-0.23, -1.40, 0.90], [-0.27, 0.24, -2.76], [-1.71, -0.57, 2.01], [0.52, 0.15, 0.60]]}

Result set for total energy: -717.7995, -970.6133, -2302.5795, -1012.4175, -533.4497, -328.1873 Ha, one per record in the order listed.